(w)
Formula: C5H10NO
Source: the Open Molecules 2025 dataset
Level of theory: ωB97M-V/def2-TZVPD

Results
Net charge ... +1
HOMO-LUMO gap ... 8.598 eV
E_HOMO ... -14.2 eV

XYZ file:
```
17
Properties=species:S:1:pos:R:3:mulliken_charge:R:1
O -0.396 -2.711 0.783 -0.303
N -0.845 -0.112 0.005 0.140
C 1.381 0.975 0.022 -0.287
C -0.068 0.905 -0.162 -0.252
C -1.948 -0.694 0.324 -0.624
C -1.432 -3.068 0.473 -0.057
C 1.952 2.320 -0.564 -1.123
H 2.799 2.103 -1.206 0.319
H 2.136 0.063 -0.423 0.348
H -0.551 1.761 -0.738 0.354
H -2.144 -3.797 0.832 0.331
H 1.695 0.821 1.036 0.395
H 2.482 2.829 0.249 0.282
H 1.526 3.101 -1.175 0.404
H -1.812 -2.595 -0.488 0.181
H -2.739 -1.022 -0.397 0.488
H -2.036 -0.879 1.428 0.403
```

(x)
Formula: C5H10NO
Source: the Open Molecules 2025 dataset
Level of theory: ωB97M-V/def2-TZVPD

Results
Net charge ... +1
HOMO-LUMO gap ... 8.500 eV
E_HOMO ... -13.6 eV

XYZ file:
```
17
Properties=species:S:1:pos:R:3:mulliken_charge:R:1
O 0.999 -1.051 -0.044 -0.261
N -0.539 1.269 -0.422 -0.213
C 1.671 0.192 -0.222 -0.477
C 0.063 -1.161 0.827 0.516
C -0.631 -2.457 0.835 -1.114
C 0.674 1.071 -1.072 -0.543
C -1.332 2.213 -0.301 -0.349
H 1.782 0.563 0.783 0.354
H 1.119 1.973 -1.480 0.482
H -1.514 3.039 -0.939 0.266
H 0.487 0.401 -2.020 0.298
H 0.007 -3.198 0.201 0.339
H -1.519 -2.590 0.229 0.353
H -1.087 -2.682 1.823 0.327
H -2.064 1.982 0.363 0.289
H 0.042 -0.255 1.477 0.418
H 2.606 0.123 -0.828 0.317
```

(y)
Formula: C5H10NO
Source: the Open Molecules 2025 dataset
Level of theory: ωB97M-V/def2-TZVPD

Results
SMILES ... C=C(C=O)[NH+](C)C
Net charge ... +1
HOMO-LUMO gap ... 10.836 eV
E_HOMO ... -15.3 eV

XYZ file:
```
17
Properties=species:S:1:pos:R:3:mulliken_charge:R:1
O -2.441 0.506 1.191 -0.465
N 0.047 0.522 0.221 -0.030
C -0.642 -0.772 0.022 0.214
C 0.012 -1.665 -0.665 -0.675
C 1.273 0.307 1.058 -1.061
C -2.337 -0.471 0.486 0.237
C 0.499 1.155 -1.031 -1.002
H -3.012 -1.229 0.078 0.374
H -0.413 1.420 -1.593 0.366
H 1.143 -1.544 -0.959 0.147
H 1.074 -0.012 2.035 0.422
H -0.700 0.923 0.874 0.450
H 1.343 0.768 -1.623 0.369
H 2.066 1.156 1.013 0.328
H 1.723 -0.519 0.704 0.489
H -0.410 -2.654 -0.984 0.320
H 0.774 2.108 -0.826 0.518
```

Least stable = (w)

(w)
Formula: C5H10NO
Source: the Open Molecules 2025 dataset
Level of theory: ωB97M-V/def2-TZVPD

Results
Net charge ... +1
HOMO-LUMO gap ... 8.414 eV
E_HOMO ... -12.6 eV

XYZ file:
```
17
Properties=species:S:1:pos:R:3:mulliken_charge:R:1
O 1.346 1.223 -0.231 -0.460
N -0.659 -1.566 1.523 -0.035
C 0.426 -0.737 2.096 -0.239
C 0.778 -1.462 1.053 -0.049
C 0.435 1.528 -1.252 0.334
C -1.675 -1.008 0.651 -0.549
C 0.750 1.981 -2.454 -0.893
H 0.666 0.046 2.628 0.409
H -0.498 1.120 -0.780 0.252
H -2.247 -1.795 0.162 0.350
H -2.326 -0.271 1.121 0.331
H 2.208 1.125 -0.643 0.282
H -0.066 2.312 -3.033 0.294
H -1.196 -0.403 -0.175 0.017
H -0.833 -2.476 1.934 0.350
H 1.114 -1.939 0.066 0.364
H 1.776 2.322 -2.666 0.242
```

(x)
Formula: C5H10NO
Source: the Open Molecules 2025 dataset
Level of theory: ωB97M-V/def2-TZVPD

Results
SMILES ... C#[N+][C@@H](C)OCC
Net charge ... +1
HOMO-LUMO gap ... 10.142 eV
E_HOMO ... -15.1 eV

XYZ file:
```
17
Properties=species:S:1:pos:R:3:mulliken_charge:R:1
O -0.080 -0.562 0.076 -0.383
N -1.502 0.402 1.418 -0.051
C 0.793 -0.129 -2.237 -0.945
C 0.798 0.080 2.093 -1.325
C -0.069 0.396 0.986 0.483
C -2.479 -0.179 1.710 0.150
C -0.461 -0.142 -1.289 -0.563
H -3.398 -0.613 1.835 0.462
H -0.979 0.807 -1.257 0.423
H 0.527 -0.601 2.828 0.398
H 1.184 -1.158 -2.302 0.322
H 0.428 0.488 -3.099 0.318
H -1.198 -0.797 -1.679 0.375
H 0.062 1.512 0.781 0.256
H 1.008 0.879 2.874 0.399
H 1.859 -0.153 1.902 0.358
H 1.473 0.378 -1.669 0.323
```

Least stable = (w)

(w)
Formula: C5H10NO
Source: the Open Molecules 2025 dataset
Level of theory: ωB97M-V/def2-TZVPD

Results
SMILES ... C=C([NH3+])CCC=O
Net charge ... +1
HOMO-LUMO gap ... 10.956 eV
E_HOMO ... -14.4 eV

XYZ file:
```
17
Properties=species:S:1:pos:R:3:mulliken_charge:R:1
O 1.483 0.691 -1.486 -0.564
N -0.869 1.324 -0.545 -0.233
C -1.956 -0.809 -0.129 -0.903
C -0.952 0.023 0.135 0.355
C 0.191 -0.172 1.131 -0.709
C 1.549 -0.606 0.489 -0.652
C 1.730 -0.407 -1.062 0.138
H -0.086 -0.935 1.868 0.410
H -2.748 -0.442 -0.787 0.271
H -1.557 1.594 -1.256 0.381
H 0.073 1.558 -0.910 0.365
H 0.146 0.757 1.717 0.341
H -2.247 -1.540 0.612 0.309
H -1.023 2.116 0.097 0.387
H 1.618 -1.678 0.688 0.358
H 2.220 -1.250 -1.566 0.371
H 2.428 -0.227 1.004 0.376
```

(x)
Formula: C5H10NO
Source: the Open Molecules 2025 dataset
Level of theory: ωB97M-V/def2-TZVPD

Results
Net charge ... +1
HOMO-LUMO gap (alpha / beta) ... 7.330 / 7.299 eV
E_HOMO (alpha / beta) ... -15.1 / -15.1 eV

XYZ file:
```
17
Properties=species:S:1:pos:R:3:mulliken_charge:R:1
O -2.636 0.552 0.080 -0.324
N -1.141 -0.406 0.025 0.113
C -1.357 -1.776 -0.032 -0.620
C -0.372 1.843 0.000 -1.169
C 1.215 -0.007 0.725 -0.495
C -0.074 0.403 -0.087 0.827
C 1.262 0.020 -0.715 -0.411
H 1.435 -1.003 1.197 0.257
H -1.653 -2.212 -0.927 0.325
H -0.886 2.049 -1.071 0.351
H -2.268 -1.968 0.683 0.273
H -0.328 -2.200 0.234 0.318
H -1.330 1.989 0.700 0.387
H 1.282 -0.998 -1.234 0.240
H 0.510 2.539 -0.017 0.383
H 1.442 0.987 1.351 0.275
H 1.749 0.739 -1.381 0.268
```

(y)
Formula: C5H10NO
Source: the Open Molecules 2025 dataset
Level of theory: ωB97M-V/def2-TZVPD

Results
SMILES ... C=C([NH3+])CCC=O
Net charge ... +1
HOMO-LUMO gap ... 11.285 eV
E_HOMO ... -14.6 eV

XYZ file:
```
17
Properties=species:S:1:pos:R:3:mulliken_charge:R:1
O -0.071 2.158 0.443 -0.609
N 0.704 0.606 -1.499 -0.181
C 1.115 -1.682 -0.809 -0.937
C -0.733 0.141 1.560 -0.567
C -0.373 1.581 1.466 0.163
C -0.853 -0.488 0.142 -1.038
C 0.401 -0.591 -0.632 0.524
H 0.323 0.522 -2.440 0.365
H -0.147 -0.564 2.154 0.331
H 0.923 -2.673 -0.432 0.316
H -1.674 -0.142 -0.522 0.400
H 0.286 1.454 -1.081 0.389
H 1.724 0.687 -1.493 0.396
H -1.680 0.006 2.102 0.351
H 1.919 -1.755 -1.541 0.278
H -0.535 2.205 2.357 0.374
H -1.328 -1.464 0.225 0.446
```

Least stable = (x)

(w)
Formula: C2H10NO2S
Source: the Open Molecules 2025 dataset
Level of theory: ωB97M-V/def2-TZVPD

Results
Net charge ... -1
HOMO-LUMO gap ... 6.946 eV
E_HOMO ... -3.1 eV

XYZ file:
```
16
Properties=species:S:1:pos:R:3:mulliken_charge:R:1
S -0.891 -1.022 -0.541 -0.655
O 1.552 3.202 0.407 -0.683
O -2.853 1.143 -1.873 -0.636
N 1.692 -2.124 1.090 -0.664
C 1.159 -0.763 1.374 -0.555
C 0.389 -0.080 0.227 -0.372
H 2.010 -0.121 1.629 0.205
H 1.387 2.482 1.072 0.358
H 1.140 0.292 -0.549 0.265
H -2.066 0.612 -1.705 0.245
H -3.490 0.414 -1.604 0.313
H 1.878 -2.346 0.121 0.248
H 0.583 -0.857 2.330 0.307
H 0.988 -2.840 1.356 0.259
H 0.237 0.873 0.719 0.012
H 0.868 3.011 -0.228 0.351
```

(x)
Formula: C2H10NO2S
Source: the Open Molecules 2025 dataset
Level of theory: ωB97M-V/def2-TZVPD

Results
Net charge ... -1
HOMO-LUMO gap ... 5.418 eV
E_HOMO ... -2.5 eV

XYZ file:
```
16
Properties=species:S:1:pos:R:3:mulliken_charge:R:1
S 2.267 -0.568 2.873 -0.674
O 0.033 -0.325 -4.701 -0.633
O -1.603 0.973 -1.235 -0.695
N 0.053 1.050 1.062 -0.593
C 0.462 -0.921 2.544 -0.889
C -0.103 -0.368 1.158 -0.350
H -1.384 1.110 -0.293 0.436
H -0.130 -0.317 3.276 0.255
H 0.201 -1.941 2.732 0.327
H 0.188 1.261 2.041 0.247
H 0.138 -1.162 -4.237 0.325
H 0.480 -0.871 0.336 0.199
H -1.156 -0.622 0.917 0.251
H -1.104 1.627 -1.687 0.275
H 0.885 1.245 0.495 0.209
H 0.775 -0.171 -5.282 0.308
```

(y)
Formula: C2H10NO2S
Source: the Open Molecules 2025 dataset
Level of theory: ωB97M-V/def2-TZVPD

Results
Net charge ... -1
HOMO-LUMO gap ... 6.787 eV
E_HOMO ... -3.1 eV

XYZ file:
```
16
Properties=species:S:1:pos:R:3:mulliken_charge:R:1
S -0.713 -1.924 1.330 -0.654
O -1.664 -0.177 -3.897 -0.676
O -1.717 2.098 0.328 -0.765
N 0.456 0.954 1.235 -0.584
C 1.029 -0.094 0.322 -0.389
C 1.055 -1.505 0.953 -0.828
H 1.638 -2.166 0.374 0.395
H -1.262 0.516 -3.257 0.350
H -0.142 0.196 1.715 0.217
H 0.511 -0.130 -0.570 0.078
H 1.105 1.262 1.890 0.219
H 1.534 -1.370 1.885 0.260
H -0.786 2.035 0.711 0.443
H -1.941 1.169 0.536 0.315
H 2.123 0.071 -0.065 0.292
H -1.225 -0.934 -3.490 0.328
```

Least stable = (y)

(w)
Formula: C9H10N2O2
Source: the Open Molecules 2025 dataset
Level of theory: ωB97M-V/def2-TZVPD

Results
SMILES ... O=C(c1ccc[nH]1)c1ccc[nH]1.O
HOMO-LUMO gap ... 8.915 eV
E_HOMO ... -8.5 eV

XYZ file:
```
23
Properties=species:S:1:pos:R:3:mulliken_charge:R:1
O -0.129 -2.214 0.963 -0.739
O 0.847 -2.865 -1.596 -0.701
N -1.234 1.088 0.192 0.009
N 2.083 -0.652 -0.294 -0.029
C -2.549 -0.321 1.272 -0.624
C -2.367 1.688 0.271 -0.336
C 1.174 -0.333 0.669 0.866
C -1.228 -0.110 0.833 0.183
C -3.181 0.922 1.097 -0.681
C 3.032 0.301 -0.439 -0.377
C 2.657 1.326 0.426 -0.474
C -0.022 -1.010 0.808 0.147
C 1.497 0.879 1.185 -0.988
H 3.833 0.219 -1.162 0.429
H 0.361 -3.569 -2.049 0.305
H 2.030 -1.441 -1.026 0.314
H -0.464 1.505 -0.293 0.190
H 1.023 1.337 1.990 0.559
H 0.659 -2.780 -0.674 0.358
H -2.501 2.707 -0.085 0.365
H 3.209 2.220 0.215 0.370
H -2.759 -1.176 1.915 0.415
H -4.103 1.239 1.497 0.442
```

(x)
Formula: C9H10N2O2
Source: the Open Molecules 2025 dataset
Level of theory: ωB97M-V/def2-TZVPD

Results
HOMO-LUMO gap ... 9.671 eV
E_HOMO ... -9.4 eV

XYZ file:
```
23
Properties=species:S:1:pos:R:3:mulliken_charge:R:1
O -1.515 2.772 1.218 -0.660
O 0.421 2.617 0.291 -0.586
N -0.549 2.136 0.780 1.038
N -1.699 0.220 1.754 -0.557
C -1.295 -0.260 -1.283 -0.323
C 1.807 -0.530 0.803 -0.479
C -0.364 -0.092 -0.210 -0.295
C 1.062 0.149 1.965 -0.884
C 0.317 -1.296 -2.592 -0.004
C 1.241 -1.227 -1.602 -0.839
C 0.897 -0.631 -0.390 0.717
C -0.979 -0.866 -2.479 -1.103
C -0.621 0.646 1.002 0.546
H 2.723 0.132 0.427 0.254
H -2.217 0.044 -1.033 0.564
H 1.237 1.199 2.459 0.349
H 0.835 -1.734 -3.542 0.203
H 0.537 -0.445 2.724 0.333
H 2.135 -1.540 1.054 0.348
H -2.650 0.227 1.283 0.307
H 2.266 -1.485 -1.770 0.429
H -1.661 -0.923 -3.361 0.328
H -1.930 0.883 2.502 0.314
```

Least stable = (x)